1.
{"formula": "C21H24N4O2S", "method": "ωB97M-V with the def2-TZVPD basis set", "elements": ["O", "C", "C", "S", "C", "N", "N", "C", "C", "C", "C", "O", "N", "C", "C", "C", "C", "C", "C", "N", "C", "C", "C", "C", "C", "C", "C", "C", "H", "H", "H", "H", "H", "H", "H", "H", "H", "H", "H", "H", "H", "H", "H", "H", "H", "H", "H", "H", "H", "H", "H", "H"], "positions_angstrom": [[1.7711, 0.6853, -4.5466], [1.8663, 0.9812, -3.3726], [1.0018, 2.0722, -2.7466], [-0.4813, 1.3870, -1.9320], [0.1880, 0.9050, -0.4068], [1.4534, 0.8351, -0.0868], [1.5294, 0.4031, 1.1854], [0.3217, 0.2079, 1.6272], [-0.0268, -0.1988, 3.0113], [0.4020, 0.8815, 4.0125], [-0.3332, 2.2030, 3.7809], [-0.0586, 2.7833, 2.5294], [-0.5893, 0.5107, 0.6459], [-1.9940, 0.5601, 0.7360], [-2.7158, -0.5793, 1.0663], [-4.0936, -0.5072, 1.1701], [-4.7478, 0.6924, 0.9473], [-4.0221, 1.8270, 0.6236], [-2.6449, 1.7678, 0.5193], [2.7421, 0.4382, -2.5138], [3.5285, -0.7225, -2.8606], [3.2546, -1.8790, -1.8939], [1.7890, -2.1337, -1.6575], [1.3522, -2.4720, -0.3824], [0.0142, -2.7173, -0.1331], [-0.9142, -2.6092, -1.1544], [-0.4898, -2.2685, -2.4265], [0.8519, -2.0437, -2.6797], [0.6101, 2.7164, -3.5329], [1.5461, 2.6498, -2.0023], [0.4941, -1.1289, 3.2471], [-1.1028, -0.3624, 3.0854], [1.4779, 1.0430, 3.9143], [0.1934, 0.5380, 5.0266], [-0.0768, 2.9046, 4.5887], [-1.4153, 2.0441, 3.7939], [0.8973, 2.8788, 2.4368], [-2.2010, -1.5135, 1.2279], [-4.6564, -1.3932, 1.4240], [-5.8231, 0.7430, 1.0279], [-4.5292, 2.7648, 0.4561], [-2.0675, 2.6487, 0.2881], [2.6216, 0.6376, -1.5184], [4.5935, -0.4663, -2.8235], [3.2767, -0.9884, -3.8900], [3.7223, -2.7835, -2.2938], [3.7257, -1.6572, -0.9335], [2.0677, -2.5385, 0.4252], [-0.2989, -2.9945, 0.8648], [-1.9626, -2.7900, -0.9651], [-1.2076, -2.1763, -3.2280], [1.1600, -1.7860, -3.6810]], "atomic_forces_ev_per_a": [[-0.2, -0.1, -0.5], [0.1, 0.5, 0.3], [-0.2, -0.3, 0.2], [-0.1, 0.2, -0.4], [0.1, 0.1, 0.0], [-0.4, 0.4, -0.6], [0.1, -0.4, 1.1], [0.0, -0.2, -0.2], [0.2, 0.1, 0.2], [-0.3, 0.2, -0.2], [0.1, -0.1, 0.6], [0.1, 0.3, -0.4], [0.9, -0.1, -0.2], [-0.6, 0.0, 0.1], [0.1, 0.1, -0.1], [0.0, 0.0, 0.1], [-0.1, 0.0, 0.0], [-0.1, 0.0, 0.0], [0.1, -0.1, 0.1], [0.4, -0.2, 0.2], [0.1, -0.1, -0.1], [0.0, 0.1, -0.1], [0.0, -0.1, 0.1], [0.0, 0.0, 0.0], [0.0, 0.0, 0.1], [-0.1, 0.0, 0.0], [-0.1, -0.1, -0.1], [0.0, -0.1, 0.0], [0.1, -0.1, 0.0], [0.0, 0.1, 0.0], [-0.1, 0.0, -0.1], [0.1, -0.1, 0.1], [0.0, 0.0, 0.1], [0.1, 0.0, 0.1], [-0.1, -0.1, 0.0], [0.0, 0.0, 0.1], [-0.1, 0.0, 0.0], [0.1, -0.1, 0.0], [0.0, -0.1, 0.0], [-0.1, 0.0, 0.0], [0.0, 0.1, 0.0], [0.1, 0.1, 0.0], [-0.1, 0.1, -0.2], [-0.1, -0.1, -0.1], [0.1, 0.0, 0.1], [0.1, 0.0, 0.1], [0.0, -0.1, 0.0], [0.1, 0.0, 0.1], [0.0, 0.0, 0.1], [-0.1, 0.0, 0.0], [-0.1, 0.0, -0.1], [0.1, 0.1, -0.1]], "homo_lumo_gap_ev": 8.967, "total_energy_ha": -1582.3554, "max_force_ha_per_bohr": 0.02369, "smiles": "O=C(CSc1nnc(CCCO)n1-c1ccccc1)NCCc1ccccc1"}

2.
{"formula": "C31H25Br2IN7O3SSm", "method": "ωB97M-V with the def2-TZVPD basis set", "elements": ["Sm", "O", "N", "C", "C", "C", "C", "C", "S", "H", "H", "H", "H", "C", "O", "C", "C", "C", "Br", "C", "C", "C", "O", "C", "N", "C", "C", "C", "C", "C", "C", "N", "H", "H", "H", "H", "H", "H", "H", "H", "H", "H", "H", "N", "C", "C", "N", "C", "C", "N", "C", "C", "N", "H", "H", "H", "H", "H", "H", "Br", "C", "C", "C", "C", "C", "C", "I", "H", "H", "H", "H"], "positions_angstrom": [[-0.0622, 0.7822, -0.8984], [-1.7967, 1.0768, 0.6199], [-1.6900, 1.3574, 1.9402], [-2.6993, 0.9306, 2.7280], [-2.7525, 1.2670, 4.0649], [-1.6452, 1.8958, 4.6387], [-0.5798, 2.2278, 3.8299], [-0.5249, 1.8672, 2.4793], [0.9186, 2.0888, 1.4741], [-3.5178, 0.4153, 2.2508], [-3.6047, 1.1156, 4.7265], [-1.5877, 2.1596, 5.7076], [0.2990, 2.7357, 4.2575], [0.5591, -2.0920, -3.0667], [0.4930, -1.7376, -1.6836], [0.8680, -2.6897, -0.7398], [1.1707, -4.0161, -1.0678], [1.7970, -4.7939, -0.0800], [2.5437, -6.4799, -0.4281], [1.8764, -4.3372, 1.2322], [1.5170, -3.0115, 1.5840], [1.0160, -2.2019, 0.5431], [0.8326, -0.8162, 0.6346], [1.5150, -2.6359, 2.9958], [2.4635, -2.9709, 3.8647], [2.0400, -2.5232, 5.1062], [2.5935, -2.5290, 6.3825], [1.9329, -1.8933, 7.4329], [0.6447, -1.3530, 7.2880], [0.0140, -1.4089, 6.0604], [0.7250, -1.9143, 4.9571], [0.4401, -2.0006, 3.6000], [-0.1291, -2.9049, -3.2471], [1.5707, -2.3575, -3.4137], [0.2154, -1.1881, -3.6180], [1.0293, -4.4257, -2.0997], [2.3131, -5.0484, 1.9647], [1.1572, -0.3837, 1.4579], [3.5960, -2.9491, 6.5425], [2.4431, -1.8922, 8.4221], [0.1575, -0.8169, 8.0897], [-0.9973, -1.0368, 5.9470], [-0.4959, -1.8880, 3.2174], [1.3892, 4.5148, -2.9613], [0.1169, 5.1098, -2.8332], [-0.6479, 4.1449, -2.2440], [0.0621, 2.9749, -2.0523], [1.3263, 3.2535, -2.4496], [2.4221, 2.2643, -2.2492], [2.2590, 1.0984, -1.5770], [3.5011, 0.5710, -1.3230], [4.4671, 1.4279, -1.8563], [3.7601, 2.4767, -2.4628], [2.2488, 4.9317, -3.3446], [-0.1233, 6.1366, -3.1090], [-1.7132, 4.1782, -2.0578], [3.6708, -0.3776, -0.8082], [5.5377, 1.3364, -1.8759], [4.2015, 3.1752, -3.0374], [-5.7863, -1.5869, -4.5282], [-4.7915, -0.1673, -5.2075], [-5.2473, 0.2917, -6.4506], [-4.5000, 1.2247, -7.1456], [-3.3677, 1.7798, -6.5939], [-2.9596, 1.3784, -5.3234], [-3.6566, 0.4090, -4.6296], [-3.0532, 0.0800, -2.5462], [-6.1570, -0.1734, -6.9014], [-4.8095, 1.6010, -8.1170], [-2.6949, 2.4609, -7.1857], [-2.1138, 1.8622, -4.8268]], "atomic_forces_ev_per_a": [[-1.0, -0.2, 1.2], [1.0, -0.1, -0.1], [0.9, -0.9, 0.1], [-0.9, 0.8, 0.6], [0.4, 0.1, 0.6], [0.2, 0.5, 0.0], [1.0, 0.0, 0.4], [-0.3, 0.4, -1.0], [-1.1, -0.3, 0.0], [0.1, 0.1, -0.3], [0.0, -0.5, -0.6], [-0.3, -0.2, -0.7], [-0.5, -0.4, -0.3], [-0.2, 0.6, -0.6], [-0.1, 0.6, 0.4], [0.1, -0.7, -0.7], [0.5, -0.2, -0.6], [-0.7, 0.6, 0.2], [-0.2, 0.0, -0.3], [0.6, 0.1, 0.3], [-0.7, -1.0, -1.0], [0.9, -0.1, 0.6], [-0.1, -0.1, 0.6], [0.7, -0.3, 1.8], [-0.6, 0.5, -0.9], [-2.5, 1.1, -0.6], [0.9, 0.1, 0.3], [0.6, -0.6, 0.5], [0.4, 0.0, -0.5], [0.0, 0.1, -0.9], [1.3, -0.8, 0.7], [-0.2, 0.2, 0.2], [-0.2, -0.2, -0.3], [-0.3, 0.1, 0.4], [0.2, -0.7, 0.3], [0.2, 0.5, 1.1], [-0.5, 1.0, -0.3], [-0.1, -0.4, -0.2], [-0.5, 0.1, -0.1], [-0.6, 0.1, -0.9], [0.0, -0.3, 0.2], [0.0, 0.1, 0.0], [0.5, -0.1, 0.0], [0.2, -0.2, 0.3], [0.9, -0.8, 0.3], [-0.5, -0.2, -0.6], [1.5, 0.7, -0.3], [-0.8, -0.3, -0.2], [1.0, -0.1, 0.3], [-0.1, 1.4, -0.5], [1.1, 1.1, -0.8], [-1.9, -0.4, -0.1], [-0.3, -1.4, 0.9], [-0.9, -0.1, 0.3], [0.3, -0.5, 0.0], [0.2, 0.1, 0.2], [-0.2, 0.5, -0.2], [0.0, 0.2, -0.1], [-0.1, 0.2, 0.1], [0.0, -0.3, 0.7], [-0.1, 0.1, -0.3], [-0.1, -0.5, -0.3], [-0.4, 0.6, -0.5], [1.6, 0.3, -0.2], [0.5, 0.6, 0.3], [-0.3, 0.0, 0.4], [-0.5, -0.1, -1.0], [0.9, 0.5, 0.5], [-0.1, -0.3, 0.1], [-1.1, -0.6, 0.8], [-0.2, -0.2, -0.4]], "homo_lumo_gap_ev": [6.071, 6.600], "total_energy_ha": -8306.8006, "max_force_ha_per_bohr": 0.05498, "s_squared": 8.76, "spin_multiplicity": 6, "charge": 2}

3.
{"formula": "C54H53ClIN6O2P2S2Ti", "method": "ωB97M-V with the def2-TZVPD basis set", "elements": ["Ti", "O", "C", "C", "C", "C", "C", "C", "P", "C", "C", "C", "C", "C", "C", "C", "C", "C", "C", "C", "C", "C", "C", "C", "C", "C", "C", "P", "C", "C", "C", "C", "C", "C", "C", "C", "C", "C", "C", "C", "H", "H", "H", "H", "H", "H", "H", "H", "H", "H", "H", "H", "H", "H", "H", "H", "H", "H", "H", "H", "H", "H", "H", "H", "H", "H", "H", "H", "O", "H", "H", "Cl", "I", "C", "C", "N", "N", "C", "H", "H", "H", "C", "N", "C", "C", "S", "N", "C", "C", "H", "H", "H", "H", "H", "H", "H", "H", "H", "H", "H", "H", "S", "C", "C", "C", "N", "C", "C", "C", "C", "C", "N", "C", "C", "H", "H", "H", "H", "H", "H", "H", "H"], "positions_angstrom": [[0.0719, -0.1493, -0.8398], [2.5326, 1.3590, -2.4907], [3.1708, 0.3233, -3.1408], [3.5256, 0.3647, -4.4751], [4.1437, -0.7570, -5.0253], [4.3927, -1.8813, -4.2542], [4.0186, -1.8959, -2.9108], [3.3967, -0.7988, -2.3369], [2.7561, -0.6767, -0.6201], [4.0214, 0.4074, 0.1463], [5.3054, 0.5355, -0.3881], [6.2665, 1.3053, 0.2576], [5.9588, 1.9627, 1.4463], [4.6862, 1.8413, 1.9909], [3.7268, 1.0615, 1.3441], [3.1556, -2.3162, 0.1197], [3.9815, -2.4456, 1.2336], [4.1780, -3.6888, 1.8346], [3.5554, -4.8167, 1.3246], [2.7322, -4.7014, 0.2087], [2.5263, -3.4619, -0.3849], [2.2341, 2.5653, -3.0862], [3.2594, 3.4013, -3.5025], [2.9343, 4.6124, -4.0886], [1.5971, 4.9731, -4.2540], [0.5961, 4.1294, -3.8076], [0.8933, 2.9062, -3.1963], [-0.4473, 1.7746, -2.5793], [-1.1224, 1.3393, -4.2363], [-0.3230, 0.4806, -4.9923], [-0.7302, 0.0438, -6.2432], [-1.9579, 0.4480, -6.7577], [-2.7471, 1.3241, -6.0320], [-2.3284, 1.7753, -4.7805], [-1.6033, 2.9817, -1.7948], [-1.0800, 4.0781, -1.0987], [-1.9069, 4.9446, -0.3920], [-3.2790, 4.7229, -0.3489], [-3.8112, 3.6205, -1.0004], [-2.9791, 2.7583, -1.7089], [3.3268, 1.2395, -5.0822], [4.4347, -0.7392, -6.0708], [4.8711, -2.7512, -4.6941], [4.2084, -2.7781, -2.3088], [5.5590, 0.0309, -1.3138], [7.2625, 1.3898, -0.1682], [6.7116, 2.5656, 1.9452], [4.4296, 2.3524, 2.9165], [2.7560, 0.9436, 1.8148], [4.4785, -1.5747, 1.6459], [4.8262, -3.7709, 2.7002], [3.7112, -5.7825, 1.7910], [2.2477, -5.5813, -0.2014], [1.8686, -3.3791, -1.2422], [4.2925, 3.0938, -3.3724], [3.7239, 5.2751, -4.4266], [1.3413, 5.9160, -4.7271], [-0.4444, 4.4171, -3.9352], [0.6215, 0.1328, -4.5970], [-0.0916, -0.6233, -6.8126], [-2.2967, 0.0765, -7.7180], [-3.6933, 1.6667, -6.4355], [-2.9445, 2.4902, -4.2571], [-0.0140, 4.2641, -1.1021], [-1.4753, 5.7975, 0.1247], [-3.9258, 5.4018, 0.1960], [-4.8790, 3.4230, -0.9588], [-3.4171, 1.8904, -2.1742], [0.6969, 1.6643, 0.3250], [1.4936, 2.1150, 0.0173], [0.7137, 1.7036, 1.2861], [-0.0758, -1.8215, -2.4681], [0.4543, -3.5435, 4.4369], [0.0568, -2.9462, 2.5209], [-0.6337, -3.6246, 1.5504], [-0.6326, -2.8373, 0.4636], [0.0610, -1.6813, 0.6443], [0.4718, -1.7578, 1.9069], [-1.1251, -4.5908, 1.5640], [-0.8867, -3.0591, -0.4802], [1.0318, -0.9430, 2.3417], [-1.7956, 0.8410, 5.3008], [-0.5525, 0.1762, 5.6999], [-0.7450, -0.9554, 6.6176], [0.6116, 0.4096, 5.0616], [0.6861, 1.2779, 3.5969], [1.7302, -0.1151, 5.6423], [2.0058, 0.1027, 7.0716], [2.9277, -0.3363, 4.8393], [-2.4888, 0.8202, 6.1442], [-2.2515, 0.3298, 4.4507], [-1.6002, 1.8688, 5.0240], [-1.6306, -1.5089, 6.2998], [-0.8982, -0.6211, 7.6464], [0.1062, -1.6243, 6.5743], [1.1535, 0.5468, 7.5719], [2.8454, 0.7921, 7.1680], [2.2662, -0.8295, 7.5752], [2.6700, -0.7250, 3.8576], [3.5435, -1.0772, 5.3527], [3.5052, 0.5822, 4.7130], [-6.1708, 0.8171, 1.0466], [-4.4851, 0.5130, 0.6385], [-3.4125, 0.9873, 1.3746], [-2.1265, 0.7469, 0.9374], [-1.8426, 0.1191, -0.2180], [-2.8905, -0.3702, -0.9085], [-4.2037, -0.1983, -0.5132], [-6.0224, 1.1683, 2.7795], [-5.5473, 0.2023, 3.6622], [-5.3923, 0.5476, 4.9961], [-5.6792, 1.7649, 5.4853], [-6.1638, 2.6685, 4.6259], [-6.3519, 2.4184, 3.2684], [-3.5555, 1.5382, 2.2966], [-1.3025, 1.0865, 1.5438], [-2.6549, -0.8904, -1.8252], [-5.0019, -0.6138, -1.1223], [-5.2930, -0.7926, 3.3125], [-5.0253, -0.1870, 5.7109], [-6.4005, 3.6478, 5.0350], [-6.7313, 3.1922, 2.6092]], "atomic_forces_ev_per_a": [[1.7, 0.5, -0.5], [0.1, -0.1, 0.5], [-0.2, 0.3, 0.0], [0.1, -0.2, -0.1], [0.0, 0.0, -0.1], [0.0, 0.0, 0.1], [0.1, -0.1, -0.1], [-0.1, 0.1, 0.1], [0.6, -0.4, -0.3], [0.1, 0.0, 0.2], [0.0, 0.1, 0.0], [-0.1, 0.0, 0.0], [0.0, 0.0, 0.0], [-0.1, -0.1, -0.1], [0.1, 0.1, 0.1], [-0.1, 0.0, -0.1], [0.0, 0.0, 0.1], [0.0, 0.1, 0.0], [0.0, 0.0, 0.0], [0.0, 0.1, 0.0], [0.0, 0.0, 0.1], [0.0, -0.4, -0.1], [0.0, 0.2, -0.1], [0.0, 0.1, 0.0], [0.1, 0.0, 0.0], [-0.2, 0.0, 0.0], [-0.2, 0.2, 0.2], [0.1, 0.7, -0.7], [-0.3, -0.1, 0.1], [0.0, -0.1, -0.1], [0.0, 0.0, 0.0], [0.1, -0.1, 0.0], [0.0, 0.1, 0.2], [0.0, 0.0, -0.1], [0.1, 0.1, 0.1], [-0.1, 0.0, 0.0], [0.0, -0.1, 0.0], [0.1, 0.0, 0.0], [0.1, -0.1, -0.1], [0.0, 0.1, 0.0], [0.0, -0.1, 0.1], [0.0, 0.0, 0.1], [-0.1, 0.1, 0.1], [0.0, 0.1, -0.1], [0.0, 0.0, 0.1], [-0.1, 0.0, 0.1], [-0.1, -0.1, -0.1], [0.0, -0.1, -0.1], [0.0, 0.0, 0.0], [0.0, 0.0, 0.0], [0.0, 0.0, -0.1], [0.0, 0.0, 0.0], [0.0, 0.1, 0.0], [0.0, 0.0, 0.0], [-0.1, 0.0, 0.0], [-0.1, -0.1, 0.0], [0.0, -0.1, 0.1], [0.1, 0.0, 0.0], [0.1, -0.1, 0.1], [-0.1, 0.0, 0.1], [0.1, 0.1, 0.0], [0.1, 0.0, 0.0], [-0.1, 0.0, 0.1], [0.0, 0.0, -0.1], [0.0, -0.1, -0.1], [0.1, 0.0, 0.0], [0.1, 0.0, 0.0], [0.0, 0.0, -0.2], [-0.1, 0.2, -0.3], [0.1, -0.1, 0.0], [0.1, 0.0, 0.4], [-0.1, -0.5, -0.4], [0.1, -0.2, 0.0], [0.1, 0.2, -0.1], [-0.2, -0.2, -0.2], [0.3, 0.4, -0.1], [-0.3, -1.6, 1.4], [0.2, 0.4, 0.0], [0.1, 0.2, -0.1], [-0.2, -0.1, -0.5], [0.0, -0.1, 0.0], [0.2, -0.2, 0.1], [-0.2, 0.0, 0.1], [0.0, 0.3, 0.0], [-0.1, -0.3, -0.1], [-0.1, 0.1, 0.5], [0.1, 0.1, 0.0], [0.0, -0.1, -0.3], [0.0, 0.1, 0.2], [0.1, 0.0, -0.1], [0.0, -0.1, -0.1], [0.1, 0.1, 0.0], [0.0, 0.0, 0.0], [0.0, 0.1, 0.0], [0.0, 0.1, 0.0], [-0.1, 0.0, 0.0], [0.1, 0.0, 0.0], [0.0, 0.0, -0.1], [0.0, 0.0, 0.0], [0.0, 0.0, 0.0], [0.0, 0.0, 0.0], [0.0, -0.1, 0.0], [-0.2, 0.1, 0.2], [0.3, 0.1, 0.3], [-0.3, 0.1, -0.1], [-1.9, 0.2, 0.6], [-0.2, 0.2, 0.1], [0.0, -0.4, -0.5], [0.1, -0.1, 0.1], [0.0, 0.0, 0.1], [-0.1, 0.4, 0.1], [-0.1, -0.1, -0.5], [0.1, -0.3, 0.2], [0.0, 0.2, 0.1], [0.0, 0.0, -0.1], [0.1, 0.0, 0.0], [0.1, -0.1, -0.1], [0.1, 0.0, 0.1], [0.0, 0.1, 0.0], [-0.1, 0.1, -0.1], [0.0, -0.1, 0.0], [0.1, -0.1, 0.1]], "homo_lumo_gap_ev": [6.398, 8.331], "total_energy_ha": -5654.9513, "max_force_ha_per_bohr": 0.04181, "s_squared": 2.01, "spin_multiplicity": 3, "charge": 1}